(1)
The ion C9H11BrN with charge +1 in a non-equilibrium geometry, computed with ωB97M-V with the def2-TZVPD basis set.

Orbital gap: 0.303 Eh
HOMO energy: -12.541 eV
Relative energy (zero: lowest compared OMol25 entry of this formula, charge and spin): 118.92 kcal/mol
Net charge: +1
LUMO level: -4.3 eV

Positions of all 22 atoms, in Å:
H: 0.5552 -1.1597 1.8619
H: 1.1770 1.8654 0.0619
H: 2.2559 -0.1745 -3.4777
C: 1.2449 -1.1870 -2.0680
H: 1.8064 2.1239 -2.3414
C: 1.7677 -0.0289 -2.5956
H: -1.4620 1.8454 1.4293
N: -1.1921 -0.1197 1.1083
H: -3.0070 0.9897 1.4377
C: -1.9383 -1.3402 1.1133
C: 0.9926 -0.0973 -0.0175
C: -1.9807 0.9187 1.7974
C: 0.7654 -1.2385 -0.7942
C: 0.3170 -0.1638 1.3377
H: -1.7511 -1.9744 2.0128
H: -2.1584 0.8001 2.9364
H: -1.0631 0.2206 0.1831
H: 1.1935 -1.9783 -2.7745
C: 1.1532 1.0850 -0.6761
Br: -0.9459 -2.2823 -0.5758
H: 0.6234 0.7062 1.9846
C: 1.6463 1.1896 -1.9436

=====

(2)
A structure of composition C9H11Cl2HgNO2 in a non-equilibrium geometry, computed with ωB97M-V with the def2-TZVPD basis set.

Orbital gap (spin up / spin down): 0.139 / 0.139 Eh
HOMO energy (spin up / spin down): 1.274 / 1.272 eV
Relative energy (zero: lowest compared OMol25 entry of this formula, charge and spin): 16.10 kcal/mol
Net charge: -2
LUMO level (spin up / spin down): 5.1 / 5.1 eV

Positions of all 26 atoms, in Å:
C: 0.9251 -2.3230 -1.3403
C: 1.0402 1.6076 -1.8247
Hg: -0.5803 -0.2926 -0.3321
C: -1.2218 1.9422 -1.4013
C: 0.3001 0.8761 -2.8039
H: 2.1225 1.7303 -1.8034
Cl: -0.4355 0.1149 5.1029
C: 0.9113 0.5087 4.0158
H: -1.0660 -3.0159 -0.9353
H: 1.9542 -2.3271 -0.9908
H: -1.9227 0.7489 -3.1962
H: 0.7422 -2.1606 -2.4033
O: 0.4590 0.7709 1.5686
H: 0.0550 -2.9337 0.5462
H: 0.3660 2.9489 -0.1485
H: -3.0505 -0.9462 0.7295
H: 0.7239 0.3365 -3.6473
C: -1.0994 1.0806 -2.5556
Cl: 1.2979 2.2202 3.9765
H: -2.1435 2.4195 -1.0496
N: -2.1758 -1.4953 0.5208
C: -0.1217 -2.6773 -0.5011
H: 1.7957 -0.0530 4.3473
C: 0.1135 2.2500 -0.9440
O: 0.4386 -1.2847 2.5271
C: 0.5720 -0.0461 2.5428

=====

(3)
A cluster of 2 separate species, C9H11Cl3N in total in a non-equilibrium geometry, computed with ωB97M-V with the def2-TZVPD basis set.

Orbital gap (spin up / spin down): 0.258 / 0.265 Eh
HOMO energy (spin up / spin down): -11.404 / -12.059 eV
Relative energy (zero: lowest compared OMol25 entry of this formula, charge and spin): 32.56 kcal/mol
Net charge: +1
LUMO level (spin up / spin down): -4.4 / -4.8 eV

Positions of all 24 atoms, in Å:
H: -0.9369 1.5846 -1.2337
H: 0.7209 2.1599 -0.8299
H: -0.1161 3.7471 0.6818
N: -0.2294 1.9384 -0.4149
H: -0.5006 1.1620 1.5427
H: 1.0871 -3.4510 1.6086
H: 0.9135 -0.2091 -1.9154
Cl: -2.0724 -2.0531 -0.3481
C: 0.6731 -0.2840 0.3095
C: 0.7038 -1.4108 1.3127
C: 1.3572 -2.5545 0.9698
H: -1.6809 3.1120 0.5395
H: 2.7268 -3.4990 -0.2946
C: -0.7347 3.2242 0.0379
H: -0.8990 3.9417 -0.7747
H: 2.4726 -1.8972 -2.0873
C: 2.1856 -2.6624 -0.1724
Cl: -2.9022 0.7408 -1.2121
C: 1.2076 -0.6613 -1.0123
Cl: -3.6185 -0.2731 1.4748
H: 0.3062 -1.3862 2.3422
C: -0.1129 0.8445 0.5671
C: 2.0279 -1.7225 -1.1934
C: -2.5787 -0.3908 0.1021

=====

(4)
An isolated molecule of C9H11Cl3Si in a non-equilibrium geometry, computed with ωB97M-V with the def2-TZVPD basis set.

Structure (SMILES): Cc1cccc(CC[Si](Cl)(Cl)Cl)c1
Orbital gap: 0.348 Eh
HOMO energy: -8.932 eV
Relative energy (zero: lowest compared OMol25 entry of this formula, charge and spin): 0.00 kcal/mol
LUMO level: 0.5 eV

Positions of all 24 atoms, in Å:
H: 1.3226 1.6741 0.8486
Cl: -3.3744 3.6209 0.8176
H: -2.5133 0.7900 2.4741
C: 0.1318 -1.3572 -0.1030
H: -0.4666 -2.1972 0.2577
Cl: -0.1854 3.4999 2.2594
C: 1.2082 0.7617 0.2511
C: 0.6036 -2.7361 -2.1460
H: -2.3765 0.2381 0.8003
Si: -1.5864 2.4786 1.0423
C: -0.5146 0.0301 1.9113
H: -0.6839 -0.8850 2.5051
H: 2.0880 -0.5687 -2.6679
H: 2.5817 1.3799 -1.2658
H: 0.7607 -2.5439 -3.2216
C: 0.3267 -0.2172 0.6761
Cl: -0.7229 2.5178 -0.8393
H: -0.3988 -3.1843 -2.0865
C: 1.8913 0.6245 -0.9176
H: 1.3685 -3.4135 -1.7693
C: -1.8369 0.7316 1.6164
H: 0.0290 0.6869 2.6045
C: 0.7483 -1.4781 -1.3253
C: 1.5994 -0.4532 -1.7224

=====

(5)
An isolated molecule of C9H11ClN2 in a non-equilibrium geometry, computed with ωB97M-V with the def2-TZVPD basis set.

Structure (SMILES): C=C(CNN)c1ccc(Cl)cc1
Orbital gap: 0.351 Eh
HOMO energy: -8.828 eV
Relative energy (zero: lowest compared OMol25 entry of this formula, charge and spin): 16.00 kcal/mol
LUMO level: 0.7 eV

Positions of all 23 atoms, in Å:
H: 2.9646 0.3627 0.4690
C: -0.9903 -0.5103 0.9057
H: 3.1563 -2.4195 -1.4295
H: 2.4346 -2.8202 -0.0520
C: 1.2645 2.2801 0.2546
C: 1.9762 -0.0935 0.4083
C: -1.3629 1.2175 -0.7135
N: 1.9738 -0.9820 -0.7450
H: -2.7199 -1.7226 1.4276
H: 0.5398 3.0595 0.2301
H: 1.0269 -1.2861 -0.8753
H: -0.3388 -1.0368 1.6031
Cl: -4.8407 -0.6814 -0.1578
C: -3.1742 -0.1946 -0.0312
H: -0.9825 2.0199 -1.3437
H: 2.3390 2.6170 0.3113
C: -0.4932 0.5551 0.1558
C: 0.9339 0.9917 0.2707
N: 2.8748 -2.0562 -0.5435
C: -2.7010 0.8465 -0.8148
H: -3.3891 1.3718 -1.4958
C: -2.3264 -0.8904 0.8289
H: 1.8345 -0.6282 1.3371

=====

(6)
The ion C9H11F3NOS with charge +1 in a non-equilibrium geometry, computed with ωB97M-V with the def2-TZVPD basis set.

Structure (SMILES): C[N+](C)=[S@](=O)(c1ccccc1)C(F)(F)F
Orbital gap: 0.363 Eh
HOMO energy: -13.983 eV
Relative energy (zero: lowest compared OMol25 entry of this formula, charge and spin): 42.35 kcal/mol
Net charge: +1
LUMO level: -4.1 eV

Positions of all 26 atoms, in Å:
C: -2.4864 0.4768 0.1195
H: 0.2159 -0.0318 2.0902
N: -0.4190 -1.5342 -0.9462
F: -2.9541 -0.7327 0.4522
H: -1.5417 -1.4776 -2.6655
O: -1.0081 0.7078 -2.1040
H: 3.3312 2.7178 1.8318
C: -1.3381 -2.1671 -1.8409
F: -3.3444 1.0705 -0.6537
S: -0.7200 0.1166 -0.8059
H: 3.1057 2.9623 -0.9291
C: 2.4320 2.4228 -0.1424
C: 0.6961 0.8015 0.1006
C: 0.7679 0.6753 1.4629
C: 1.8004 1.4077 2.0322
H: 0.4263 -1.8294 1.1771
H: -2.3161 -2.4547 -1.3091
C: 2.5482 2.2900 1.2529
H: 2.1008 1.2599 3.1411
C: 1.4073 1.6760 -0.7033
H: -0.8476 -3.2331 -2.1384
F: -2.2887 1.0658 1.2605
H: -1.0016 -2.4769 0.8762
C: -0.1607 -2.2695 0.3027
H: 1.2465 1.7621 -1.8788
H: 0.3482 -3.2056 0.0175

=====

| no. | E (Ha) |
| --- | --- |
| 1 | -2977.84253 |
| 2 | -1628.36859 |
| 3 | -1784.47575 |
| 4 | -2019.78291 |
| 5 | -919.20055 |
| 6 | -1176.93855 |